# 1
One molecule with the formula C3H2O3. Source: the Open Molecules 2025 dataset; level of theory: ωB97M-V/def2-TZVPD.

Output
Energy above the lowest of the compared OMol25 structures with the same formula, charge and spin   1.5264 eV
HOMO energy   -0.3713 Ha
LUMO energy   -1.2 eV
SMILES   O=CC(=O)C=O
Frontier orbital gap   8.91 eV

Structure (ORCA input):
```
! wB97M-V def2-TZVPD RIJCOSX def2/J DEFGRID3
* xyz 0 1
O -1.787 -0.270 0.907
C -0.972 0.588 0.687
C 0.076 0.389 -0.405
O 0.227 1.217 -1.271
C 0.922 -0.883 -0.382
O 1.170 -1.450 0.650
H -0.980 1.581 1.175
H 1.344 -1.173 -1.363
*
```

Need the Löwdin charges? In units of e they are: O 0.104; C -0.161; C -0.296; O 0.135; C -0.158; O 0.104; H 0.136; H 0.136

***

# 2
C20H45BrInNO6P as an isolated structure. Source: the Open Molecules 2025 dataset; level of theory: ωB97M-V/def2-TZVPD.

Output
Energy above the lowest of the compared OMol25 structures with the same formula, charge and spin   0.0000 eV
HOMO energy   -0.2183 Ha
LUMO energy   2.4 eV
Frontier orbital gap   8.36 eV

Structure (ORCA input):
```
! wB97M-V def2-TZVPD RIJCOSX def2/J DEFGRID3
* xyz -1 1
C 0.873 1.843 0.502
C 1.027 1.928 -1.001
O 2.421 1.918 -1.305
P 3.071 1.840 -2.768
O 4.223 2.745 -2.852
C 3.446 0.090 -3.073
C 2.806 -0.881 -2.067
In 2.514 -2.915 -2.795
C 1.027 -3.945 -1.417
C 0.363 -2.889 -0.690
O -0.635 -2.282 -0.911
Br 1.412 -2.306 0.944
O 4.301 -4.063 -2.546
N 5.402 -3.428 -2.869
O 5.421 -2.984 -3.987
O 1.938 2.260 -3.835
C 0.884 1.375 -4.247
C -0.501 1.945 -3.936
H -0.145 1.551 0.765
H 1.074 2.809 0.967
H 1.572 1.115 0.910
H 0.522 1.079 -1.466
H 0.589 2.853 -1.380
H 3.066 -0.132 -4.073
H 4.533 0.026 -3.087
H 1.792 -0.554 -1.830
H 3.349 -0.882 -1.123
H 1.843 -3.029 -4.407
H 0.299 -4.495 -2.009
H 1.592 -4.592 -0.753
H 1.001 0.389 -3.799
H 0.994 1.256 -5.325
H -0.419 2.848 -3.336
H -1.049 2.163 -4.853
H -1.098 1.212 -3.390
C 3.250 -2.866 7.628
C 2.746 -1.452 7.358
C 1.452 -1.411 6.546
C 1.554 -2.018 5.145
C 2.618 -1.390 4.247
C 2.379 0.088 3.961
H 3.487 -3.392 6.702
H 4.156 -2.851 8.236
H 2.498 -3.451 8.164
H 3.525 -0.878 6.849
H 2.573 -0.948 8.313
H 1.115 -0.374 6.470
H 0.670 -1.941 7.100
H 0.581 -1.924 4.653
H 1.745 -3.092 5.223
H 2.624 -1.930 3.299
H 3.612 -1.525 4.685
H 1.404 0.235 3.490
H 3.136 0.481 3.282
H 2.409 0.691 4.871
C -6.998 0.849 -0.432
C -6.899 1.839 -1.588
C -6.061 1.326 -2.758
C -4.598 1.035 -2.420
C -3.822 2.221 -1.852
C -3.726 3.404 -2.812
H -6.020 0.634 0.001
H -7.630 1.241 0.367
H -7.430 -0.097 -0.766
H -6.492 2.787 -1.223
H -7.905 2.062 -1.953
H -6.111 2.053 -3.574
H -6.517 0.409 -3.145
H -4.095 0.686 -3.328
H -4.542 0.203 -1.713
H -2.813 1.882 -1.604
H -4.270 2.549 -0.909
H -3.249 3.100 -3.746
H -3.128 4.206 -2.377
H -4.705 3.821 -3.052
*
```

Need the Löwdin charges? In units of e they are: C -0.063; C -0.283; O -0.203; P 0.487; O -0.278; C -0.302; C -0.337; In 0.721; C -0.268; C -0.888; O -0.008; Br 0.660; O -0.306; N -0.234; O -0.091; O -0.205; C -0.258; C -0.077; H 0.078; H 0.076; H 0.057; H 0.099; H 0.110; H 0.068; H 0.090; H 0.003; H 0.034; H -0.077; H 0.054; H 0.037; H 0.097; H 0.119; H 0.068; H 0.069; H 0.069; C -0.116; C -0.275; C -0.232; C -0.227; C -0.287; C -0.113; H 0.065; H 0.065; H 0.072; H 0.097; H 0.100; H 0.099; H 0.106; H 0.109; H 0.102; H 0.016; H 0.100; H 0.067; H 0.073; H 0.063; C -0.113; C -0.274; C -0.231; C -0.224; C -0.266; C -0.109; H 0.066; H 0.066; H 0.074; H 0.096; H 0.101; H 0.099; H 0.108; H 0.109; H 0.104; H 0.093; H 0.099; H 0.062; H 0.071; H 0.064

***

# 3
A 2-piece molecular cluster, C4H10NO2 overall in a non-equilibrium geometry. Source: the Open Molecules 2025 dataset; level of theory: ωB97M-V/def2-TZVPD.

Output
Energy above the lowest of the compared OMol25 structures with the same formula, charge and spin   4.4650 eV
HOMO energy   -0.5413 Ha
LUMO energy   -5.0 eV
Frontier orbital gap   9.72 eV

Structure (ORCA input):
```
! wB97M-V def2-TZVPD RIJCOSX def2/J DEFGRID3
* xyz 1 1
C -1.476 -1.878 -0.008
C -0.487 -1.121 0.326
C 0.666 -0.663 1.063
C 1.801 0.168 0.237
N -1.145 0.905 -0.656
O 1.413 1.489 0.056
O 2.024 -0.458 -0.955
H -2.366 -1.592 -0.552
H -1.566 -2.820 0.327
H 0.567 -0.200 2.013
H 1.251 -1.555 1.159
H 2.670 0.135 0.952
H -0.896 0.909 -1.570
H -0.510 1.499 -0.172
H -2.102 0.891 -0.677
H 2.153 2.106 0.200
H 1.958 0.291 -1.678
*
```

Need the Löwdin charges? In units of e they are: C 0.127; C 0.089; C -0.057; C -0.461; N 0.199; O -0.010; O 0.017; H 0.107; H 0.066; H 0.131; H 0.143; H 0.172; H 0.041; H 0.051; H 0.055; H 0.144; H 0.188

***

# 4
A 5-piece molecular cluster, C20H40O15 overall in a non-equilibrium geometry. Source: the Open Molecules 2025 dataset; level of theory: ωB97M-V/def2-TZVPD.

Output
Energy above the lowest of the compared OMol25 structures with the same formula, charge and spin   2.7834 eV
HOMO energy   -0.3911 Ha
LUMO energy   0.4 eV
SMILES   CCOC(=O)OC.CCOC(=O)OC.CCOC(=O)OC.CCOC(=O)OC.CCOC(=O)OC
Frontier orbital gap   11.00 eV

Structure (ORCA input):
```
! wB97M-V def2-TZVPD RIJCOSX def2/J DEFGRID3
* xyz 0 1
C 19.799 -23.425 -8.335
C 19.959 -21.978 -7.997
O 20.973 -21.349 -8.735
C 22.216 -21.131 -8.238
O 22.567 -21.443 -7.097
O 22.822 -20.477 -9.184
C 24.213 -20.242 -9.051
H 20.735 -23.931 -8.099
H 19.537 -23.811 -9.320
H 19.101 -23.746 -7.563
H 20.173 -21.865 -6.934
H 19.038 -21.457 -8.259
H 24.305 -19.671 -8.127
H 24.630 -19.587 -9.816
H 24.762 -21.183 -9.024
C 11.610 -25.099 -3.836
C 12.475 -23.941 -3.515
O 13.760 -24.525 -3.023
C 14.693 -23.654 -2.515
O 14.900 -22.492 -2.831
O 15.446 -24.264 -1.588
C 16.663 -23.702 -1.160
H 10.639 -24.926 -4.299
H 11.422 -25.743 -2.977
H 12.084 -25.801 -4.522
H 11.955 -23.345 -2.765
H 12.700 -23.413 -4.442
H 16.530 -22.807 -0.551
H 17.392 -23.448 -1.929
H 17.181 -24.447 -0.556
C 28.688 -14.841 1.764
C 28.541 -14.746 0.208
O 27.343 -15.362 -0.352
C 27.445 -16.659 -0.866
O 28.446 -17.402 -0.727
O 26.344 -16.791 -1.581
C 26.195 -17.902 -2.548
H 28.491 -15.825 2.189
H 27.889 -14.169 2.079
H 29.712 -14.601 2.051
H 29.472 -15.150 -0.190
H 28.590 -13.708 -0.121
H 26.971 -17.960 -3.311
H 25.244 -17.840 -3.077
H 26.275 -18.866 -2.045
C 23.017 -21.741 1.840
C 23.714 -21.602 0.465
O 23.083 -22.391 -0.571
C 23.443 -23.655 -0.654
O 24.054 -24.352 0.172
O 23.052 -23.986 -1.894
C 23.236 -25.346 -2.275
H 23.802 -21.584 2.580
H 22.723 -22.758 2.100
H 22.259 -21.027 2.160
H 24.792 -21.650 0.614
H 23.587 -20.551 0.204
H 22.680 -26.059 -1.667
H 24.278 -25.651 -2.177
H 22.948 -25.574 -3.301
C 25.609 -27.378 -7.634
C 24.494 -27.695 -8.696
O 24.661 -28.989 -9.207
C 24.026 -30.039 -8.638
O 23.230 -29.987 -7.732
O 24.413 -31.176 -9.206
C 23.920 -32.423 -8.668
H 26.556 -27.121 -8.108
H 25.836 -28.232 -6.995
H 25.399 -26.468 -7.072
H 24.714 -27.091 -9.576
H 23.444 -27.549 -8.441
H 24.003 -32.429 -7.581
H 24.565 -33.209 -9.060
H 22.974 -32.747 -9.101
*
```

Need the Löwdin charges? In units of e they are: C -0.071; C -0.245; O 0.018; C -0.574; O 0.100; O 0.017; C -0.030; H 0.077; H 0.081; H 0.081; H 0.125; H 0.126; H 0.097; H 0.095; H 0.103; C -0.100; C -0.185; O 0.010; C -0.547; O 0.109; O -0.007; C -0.063; H 0.083; H 0.081; H 0.080; H 0.129; H 0.125; H 0.096; H 0.097; H 0.092; C -0.059; C -0.207; O -0.005; C -0.516; O 0.078; O 0.002; C 0.001; H 0.072; H 0.068; H 0.074; H 0.106; H 0.115; H 0.092; H 0.091; H 0.088; C -0.068; C -0.182; O 0.045; C -0.576; O 0.099; O 0.005; C -0.053; H 0.069; H 0.075; H 0.070; H 0.123; H 0.114; H 0.094; H 0.093; H 0.092; C -0.043; C -0.205; O 0.010; C -0.586; O 0.120; O 0.001; C -0.027; H 0.067; H 0.075; H 0.069; H 0.118; H 0.121; H 0.099; H 0.087; H 0.095

***

> Which of these has the lowest frontier orbital gap?

C20H45BrInNO6P